Formula: C32H20BrN8OPbS2
Source: the Open Molecules 2025 dataset
Level of theory: ωB97M-V/def2-TZVPD

Geometry (Å):
Pb -0.362 0.046 -1.029
Br -8.209 0.508 0.153
S 6.287 1.822 -1.283
S 6.514 -1.837 -0.663
O -2.620 0.101 -1.800
N 1.279 -2.148 -1.735
N 0.041 2.731 -3.470
N 5.150 -2.496 -3.774
N -0.161 -2.222 0.510
N -1.774 1.787 0.471
N 0.023 -3.359 -0.097
N 1.147 1.697 0.593
N 6.427 0.595 -4.875
C -1.057 2.711 1.174
C 0.450 2.608 1.284
C 2.593 3.371 2.362
C -0.457 -1.282 2.668
C 2.097 -2.237 -2.838
C -1.364 -2.537 4.440
C -4.926 0.295 -2.249
C -1.369 -3.470 2.206
C -1.048 4.414 2.918
C 6.157 0.517 -2.278
C 0.741 -3.276 -1.281
C -0.069 1.949 -2.602
C 1.158 3.553 2.216
C 3.279 2.458 1.581
C -5.420 1.018 0.426
C 2.505 1.665 0.735
C 2.295 -3.385 -3.532
C -1.702 3.676 1.958
C 5.752 -1.826 -2.973
C -4.065 0.980 0.024
C 6.288 0.595 -3.718
C 0.853 -4.519 -1.949
C -3.074 1.537 0.842
C 6.122 -0.936 -1.972
C 0.366 4.372 2.990
C -6.179 0.560 -1.853
C -1.752 -3.527 3.536
C -0.709 -1.378 4.046
C -3.753 0.486 -1.367
C 1.620 -4.535 -3.077
C -6.421 0.717 -0.477
C -0.675 -2.343 1.814
H 3.108 4.108 2.923
H 3.008 0.829 0.182
H 2.923 -3.397 -4.416
H 2.613 -1.327 -3.107
H -2.380 -4.345 3.888
H -3.424 1.801 1.852
H 1.856 -5.479 -3.581
H -0.033 -0.366 2.220
H 0.796 5.082 3.674
H 4.364 2.400 1.556
H -1.602 5.089 3.539
H -2.807 3.849 1.752
H 0.110 3.217 -4.389
H -4.600 0.015 -3.212
H -7.092 0.551 -2.439
H 0.360 -5.376 -1.552
H -0.299 -0.585 4.696
H -5.659 1.389 1.418
H -1.542 -4.223 1.437
H -1.678 -2.687 5.504

Atomic forces in eV per Å
Pb -0.9 0.2 1.2
Br 0.2 0.3 -0.1
S -0.4 -1.6 -0.9
S 0.1 1.3 0.4
O 0.3 0.4 0.2
N 1.2 -0.4 -0.6
N -0.1 -1.1 0.2
N 3.2 2.9 3.6
N 0.9 -2.7 -1.5
N -2.0 -1.4 -0.4
N -0.8 3.2 2.6
N 1.8 -0.2 0.0
N -0.3 0.1 2.0
C 2.0 0.1 1.8
C -1.1 1.9 1.4
C -1.5 0.4 -1.5
C 0.7 1.2 0.2
C -1.1 0.8 1.6
C -0.7 0.0 1.6
C 2.5 0.9 1.0
C -0.1 -0.3 0.5
C 2.6 0.2 -0.5
C 0.8 0.8 0.2
C 0.0 -0.6 -1.6
C 0.4 2.8 -2.4
C 0.1 -3.1 -1.6
C -1.0 0.7 0.2
C -0.7 -0.2 -0.7
C -1.2 -1.8 -0.9
C -0.6 -1.1 -0.2
C -1.6 -0.5 -1.2
C -4.3 -3.4 -5.7
C 1.2 -0.6 -2.5
C 0.1 0.9 -2.0
C 0.3 1.4 0.2
C 2.2 0.4 -0.5
C 0.7 -0.9 2.4
C -2.2 1.4 1.1
C -1.1 -0.7 0.9
C -0.3 -0.4 -0.3
C 0.5 0.0 -1.1
C -2.2 -0.5 1.1
C 1.2 -0.6 -0.9
C 0.2 0.8 1.6
C -0.4 0.0 -0.5
H 0.5 0.3 0.8
H -0.5 1.0 0.3
H 0.0 -0.1 0.3
H -0.1 0.2 -0.1
H 0.3 0.1 0.0
H 0.4 0.2 -0.3
H -0.5 0.3 0.1
H 0.0 -0.5 0.5
H 0.4 -0.1 0.3
H -0.3 -0.1 0.2
H 0.0 0.3 0.2
H 1.6 -0.3 0.5
H -0.1 -0.5 1.5
H -0.2 -0.2 -1.3
H 0.4 -0.3 -0.5
H -0.2 -0.4 0.2
H -0.8 -0.6 -0.2
H -0.1 -0.3 0.0
H -0.2 0.0 0.6
H 0.5 0.2 -1.0

Output
- Orbital gap: 3.843 eV
- Lowest unoccupied orbital energy: -5.68 eV
- Net charge: +1
- Strongest force on any atom: 7.9 eV/Å
- HOMO level: -9.5 eV

Atomic partial charges in e from the Löwdin method, atoms 1 to 5: 1.42, 0.73, 0.84, 0.91, -0.27

Formula: C32H20BrN8OPbS2
Source: the Open Molecules 2025 dataset
Level of theory: ωB97M-V/def2-TZVPD

Geometry (Å):
Pb 0.176 -0.285 -0.571
Br -6.046 -4.274 2.211
S 0.560 -3.539 -1.635
S -2.627 -2.354 -1.534
O -0.724 -1.925 1.091
N -1.215 0.811 -3.986
N -0.115 1.530 1.124
N 3.940 0.622 -0.353
N 2.581 -0.821 0.948
N -2.331 0.413 0.126
N -4.243 -5.569 -1.662
N 2.877 1.071 -0.933
N -0.699 -7.053 -1.882
C -3.261 -0.498 0.297
C 3.778 4.185 -3.490
C -1.255 2.283 1.071
C 2.078 2.770 -2.382
C -0.142 4.179 2.220
C -1.333 3.615 1.649
C -2.182 -3.985 -1.634
C 4.919 -2.374 1.558
C 3.794 -0.523 0.378
C -3.296 -4.864 -1.724
C 4.760 3.755 -2.622
C 4.981 -1.288 0.691
C 2.537 -1.962 1.692
C 0.991 3.399 2.261
C -2.564 4.334 1.636
C -0.777 -5.920 -1.762
C -2.472 1.705 0.597
C 4.440 2.767 -1.695
C -2.136 -3.391 2.303
C -3.064 -1.974 0.315
C 2.488 3.663 -3.348
C -3.614 2.451 0.567
C 3.147 2.245 -1.582
C 0.970 2.110 1.647
C -0.727 0.468 -2.959
C -3.690 3.767 1.106
C -4.343 -2.701 0.610
C 3.652 -2.769 1.975
C -4.420 -3.543 1.659
C -3.331 -3.980 2.474
C -1.884 -2.451 1.227
C -0.833 -4.464 -1.685
H 1.711 3.963 -4.102
H -3.468 -4.772 3.267
H -2.566 5.302 2.115
H 5.882 -0.800 0.340
H -0.128 5.204 2.582
H 3.519 -3.709 2.517
H 5.183 2.282 -1.084
H 5.808 -2.876 1.921
H 4.067 4.825 -4.358
H 5.770 4.116 -2.726
H 1.867 1.496 1.691
H -4.314 -0.109 0.261
H -4.570 4.427 1.025
H -1.581 1.206 -4.844
H -5.169 -2.625 -0.088
H 1.576 -2.180 2.067
H -1.357 -3.674 2.973
H 1.058 2.423 -2.380
H -4.554 2.113 0.150
H 1.920 3.754 2.677

Atomic forces in eV per Å
Pb 0.2 -1.3 0.8
Br -0.7 -0.3 -0.2
S 0.1 -0.2 0.0
S 0.4 1.3 0.0
O -2.9 -1.3 0.4
N 1.4 -0.7 2.7
N 0.8 1.5 0.1
N -1.9 1.0 -1.6
N 1.3 -1.1 -0.3
N -0.4 -3.8 0.8
N 2.5 2.0 -0.4
N 2.3 -1.7 2.6
N 0.0 -0.9 0.0
C 0.1 2.7 -1.0
C 0.0 0.0 -0.8
C -0.5 1.3 1.4
C 2.4 -0.1 0.2
C -0.1 -1.0 -0.5
C 0.5 -0.5 -0.3
C 0.9 -0.9 -0.1
C -0.6 0.6 -0.6
C -0.3 -2.8 2.5
C -2.5 -2.4 0.6
C -0.2 -0.4 0.4
C -1.3 1.9 0.0
C 1.4 0.9 -1.0
C -0.6 -0.4 -0.9
C 0.6 -0.7 0.2
C 0.5 1.4 -0.2
C 0.2 1.1 -0.7
C 0.0 0.1 0.0
C -0.1 -0.3 -0.3
C 0.7 -1.3 -0.1
C -1.7 1.2 -1.6
C -1.1 1.2 0.3
C -1.1 1.6 -2.1
C -0.6 0.0 0.7
C -1.9 1.3 -3.9
C 0.5 0.5 -0.3
C 0.4 -0.5 0.8
C -0.5 0.0 0.0
C -1.0 0.0 -0.8
C 0.7 0.0 0.8
C 2.2 2.3 -0.3
C -1.5 0.5 0.4
H 0.9 -0.1 0.8
H 0.0 1.1 -1.1
H -0.1 0.2 -0.2
H 0.2 -0.5 0.0
H -0.2 -0.2 0.1
H 0.0 0.5 0.0
H 0.2 0.3 -0.1
H 0.0 -0.1 -0.3
H -0.6 -0.5 1.0
H 0.1 0.0 0.1
H -0.1 0.0 -0.2
H 0.7 -0.7 0.9
H 0.2 -0.9 0.1
H 0.1 -0.3 0.4
H -0.1 0.4 0.2
H -0.9 -0.4 0.4
H 0.8 0.1 0.0
H 0.0 -0.2 0.3
H 0.2 -0.5 -0.1
H 0.1 0.1 0.1

Output
- Orbital gap: 5.764 eV
- Lowest unoccupied orbital energy: -4.17 eV
- Net charge: +1
- Strongest force on any atom: 4.5 eV/Å
- HOMO level: -9.9 eV

Atomic partial charges in e from the Löwdin method, atoms 1 to 5: 1.32, 0.83, 0.59, 0.98, -0.18

Formula: C32H20CdCl5N2O2PSe2
Source: the Open Molecules 2025 dataset
Level of theory: ωB97M-V/def2-TZVPD

Geometry (Å):
Cd 12.170 13.344 14.569
Se 10.538 17.025 11.365
Se 13.436 15.237 12.945
Cl 8.909 14.334 15.807
Cl 5.947 11.855 12.165
Cl 11.417 11.643 11.862
Cl 6.249 13.612 14.724
Cl 8.652 10.584 10.856
P 12.430 16.117 11.238
O 11.770 14.938 16.185
O 13.216 11.358 14.520
N 14.012 13.225 16.175
N 14.786 12.063 16.020
C 9.874 12.154 12.639
C 11.520 13.259 8.420
C 12.791 12.880 7.930
C 16.215 7.342 14.785
C 13.976 15.540 16.801
C 14.167 8.713 14.764
C 8.655 11.773 12.140
C 13.491 17.982 9.359
C 14.769 19.448 11.298
C 12.412 17.287 16.342
C 14.820 7.449 14.624
C 14.106 18.308 11.679
C 14.254 11.194 15.227
C 13.349 18.242 16.648
C 7.642 13.037 13.886
C 14.181 19.112 9.025
C 14.501 14.199 16.792
C 12.655 15.866 16.351
C 10.070 12.930 13.734
C 14.628 17.876 17.132
C 14.951 9.820 15.062
C 14.765 19.879 9.990
C 13.915 13.564 8.349
C 11.390 14.197 9.435
C 12.523 14.947 9.825
C 13.554 17.492 10.641
C 7.517 12.255 12.759
C 13.736 14.632 9.241
C 8.935 13.392 14.366
C 14.886 16.540 17.191
C 16.938 8.485 15.035
C 16.333 9.719 15.187
H 16.721 6.438 14.736
H 14.930 13.323 7.935
H 14.160 19.532 7.971
H 13.069 12.097 7.238
H 14.545 15.159 9.702
H 15.816 16.107 17.604
H 14.224 6.658 14.341
H 13.002 19.261 16.566
H 10.427 14.411 9.926
H 15.313 18.646 17.457
H 15.225 20.066 12.063
H 13.070 8.855 14.603
H 15.419 14.013 17.299
H 16.861 10.561 15.547
H 14.031 18.026 12.731
H 13.000 17.472 8.585
H 10.635 12.752 8.092
H 15.109 20.916 9.794
H 18.116 8.462 15.173
H 11.479 17.588 15.899

Atomic forces in eV per Å
Cd -0.4 0.4 0.1
Se -0.7 0.0 0.1
Se 0.2 0.0 -0.2
Cl 0.6 0.1 0.2
Cl -0.1 -0.2 -0.2
Cl -1.0 -0.1 0.0
Cl -0.4 -0.1 -0.2
Cl -0.6 0.4 0.1
P 0.9 0.3 -0.7
O 0.4 1.2 -0.6
O -0.5 -0.6 -0.3
N -1.1 -1.8 -2.3
N 0.9 0.6 1.8
C 1.8 -0.4 -0.8
C 0.7 -0.6 0.2
C 0.2 0.6 0.1
C -1.8 1.3 -0.2
C -0.1 0.6 -0.1
C 0.4 -1.0 -0.5
C 0.5 -0.8 -0.7
C 1.0 -0.6 0.2
C -0.1 0.6 1.0
C -0.3 -0.8 -1.0
C 0.7 2.9 0.6
C 0.1 -1.3 -1.1
C -0.3 -0.6 -0.8
C 0.0 -0.7 0.4
C 1.0 0.7 0.5
C -0.2 1.9 -2.2
C 0.3 0.4 0.4
C 0.3 -0.3 1.4
C 0.5 1.1 1.8
C -0.8 0.9 -0.2
C -0.6 1.5 0.3
C 0.7 1.5 0.2
C 0.5 1.0 0.1
C 0.4 0.9 -0.1
C -1.1 -1.2 -0.2
C -1.0 0.4 2.5
C -0.5 -0.3 -0.1
C 0.4 -0.3 0.7
C -1.8 -0.7 -0.5
C 0.5 -1.5 0.5
C 3.1 0.7 0.6
C -0.9 -1.0 0.2
H 0.6 -1.7 -0.3
H -1.1 0.2 0.6
H -0.1 -0.8 1.3
H -1.1 -0.3 -0.2
H 0.9 0.2 -0.3
H -0.2 0.7 -0.3
H -1.0 -1.9 -0.4
H 0.4 0.3 0.0
H 0.4 -0.2 -0.4
H 0.2 -0.1 0.0
H -0.1 0.1 0.0
H 1.2 -0.2 0.2
H 1.1 0.1 0.4
H 0.6 0.8 -0.1
H 0.1 -0.1 -0.4
H -0.8 -0.9 -0.8
H -0.3 -0.4 -0.2
H 0.1 -0.9 -0.2
H -2.6 -0.2 -0.3
H -0.4 0.2 0.1

Output
- Orbital gap: 6.084 eV
- Lowest unoccupied orbital energy: 4.04 eV
- Net charge: -2
- Strongest force on any atom: 3.2 eV/Å
- HOMO level: -2.0 eV

Atomic partial charges in e from the Löwdin method, atoms 1 to 5: 1.23, 0.14, 0.21, 0.67, 0.63